ORCA calculation (wB97M-V/def2-TZVPD) on a molecular structure, C29H44CdN6O9S2Si at a distorted geometry.

Properties
HOMO-LUMO gap in eV: 7.06
ΔE to the lowest compared entry with this formula, charge and spin in kJ/mol: 209.6
Net charge: -2
HOMO energy in eV: -2.776
E_tot in eV: -92277.3433
Maximum force in eV Å⁻¹: 2.74

```
92
Properties=species:S:1:pos:R:3:forces:R:3
Cd -0.95253 0.63689 1.67945 -1.598 0.148 -0.976
O -4.67912 -1.16657 0.83511 0.015 0.116 -0.068
C -3.85427 -0.27783 1.00022 -0.262 -0.133 0.187
N -3.14990 0.06675 2.08877 0.100 -0.155 -0.224
C -3.56640 -0.08932 3.34951 -0.377 -0.067 -0.151
O -4.66526 -0.46410 3.74978 0.122 -0.094 0.225
C -2.55303 0.43830 4.33337 -0.281 -0.043 0.712
C -2.51647 -0.06771 5.62757 0.019 -0.042 -0.108
C -1.59101 0.45353 6.51426 0.006 0.053 -0.131
C -0.80940 1.51991 6.10459 -0.118 0.127 -0.004
C -0.97352 2.00578 4.81339 0.082 0.190 0.411
N -1.79066 1.45415 3.93424 -0.093 -0.101 0.025
C -3.53277 0.65492 -0.15002 -0.404 0.042 -0.546
C -4.28364 0.57301 -1.32172 0.059 -0.077 0.022
C -4.00933 1.44196 -2.36028 0.076 0.061 0.133
C -3.01240 2.38949 -2.17835 0.016 0.022 0.058
C -2.34656 2.41829 -0.95969 -0.019 0.274 -0.387
N -2.59262 1.57492 0.02235 -0.055 -0.062 0.041
H -3.18017 -0.87422 5.90161 -0.025 -0.029 -0.065
H -1.48058 0.03601 7.50675 -0.002 -0.025 0.031
H -0.07868 1.96572 6.76484 0.033 0.047 -0.011
H -0.42807 2.87026 4.46835 0.132 -0.013 -0.027
H -5.04446 -0.18948 -1.39313 -0.018 -0.059 0.052
H -4.55471 1.38270 -3.29495 -0.001 -0.006 0.003
H -2.74979 3.08539 -2.96434 0.014 0.055 0.024
H -1.59799 3.16807 -0.75045 0.152 0.025 -0.071
C 2.41488 -0.19336 1.83433 -0.450 0.493 0.177
S 1.78036 1.44444 2.26562 2.378 0.732 1.136
O 2.93069 2.35192 2.16145 -0.117 -0.428 -0.255
O 0.74450 1.87196 1.29588 0.317 0.173 -0.273
O 1.27574 1.34738 3.62410 -0.028 -0.111 -0.417
H 3.45014 -0.08975 1.53343 0.036 0.097 -0.088
H 1.81521 -0.61259 1.03920 0.002 -0.135 0.001
H 2.32838 -0.78466 2.73706 -0.035 -0.146 0.058
S 0.22299 -2.91729 4.74474 0.398 -1.127 1.182
C -0.13607 -1.82479 3.64005 -0.386 1.131 -1.384
N -0.38530 -1.04276 2.80794 0.456 -1.275 0.923
C 2.24343 -3.84228 -1.74016 -0.138 0.107 0.197
C 1.36953 -3.78709 -0.48336 0.411 -0.756 0.043
C 2.26918 -3.78951 0.75899 -0.334 0.025 -0.261
C 0.44717 -5.01781 -0.46677 0.187 0.371 0.034
O 0.55527 -2.65833 -0.42654 -0.284 0.098 0.110
Si 0.50854 -1.19197 -1.16534 0.129 -0.448 -0.406
O -0.47077 -0.24572 -0.42388 -0.143 0.474 0.208
O 2.12514 -0.79203 -1.29324 -0.224 -0.275 0.401
C 2.70442 0.29825 -1.94831 0.606 0.568 -0.582
C 1.84845 1.55449 -1.80330 0.137 -0.389 0.130
C 4.08219 0.56024 -1.31263 -0.423 -0.099 -0.093
C 2.87362 -0.05618 -3.43705 -0.074 0.001 0.389
O 0.14712 -1.45085 -2.78606 0.450 0.133 0.336
C -1.07597 -1.78419 -3.36741 -0.636 -0.198 -0.652
C -1.53394 -0.59489 -4.22651 0.199 -0.280 0.273
C -0.84253 -3.01294 -4.26614 -0.021 0.347 0.261
C -2.15400 -2.11802 -2.33883 0.267 0.143 -0.006
H 2.81480 -4.76971 -1.75276 0.061 -0.098 -0.011
H 2.91977 -2.99537 -1.74180 0.165 0.100 -0.086
H 1.62503 -3.78659 -2.63019 -0.091 -0.002 -0.205
H 2.89038 -4.68393 0.78505 0.111 -0.078 0.040
H 1.65180 -3.74621 1.65107 -0.075 -0.017 0.199
H 2.89585 -2.90275 0.74039 0.187 0.105 -0.006
H 1.02723 -5.93834 -0.50917 0.060 -0.116 0.020
H -0.22449 -4.98198 -1.32151 -0.079 -0.008 -0.153
H -0.15341 -5.00856 0.43617 -0.121 -0.017 0.187
H 1.55042 1.64137 -0.76159 -0.017 0.180 0.029
H 0.94755 1.45521 -2.40026 -0.259 0.090 -0.169
H 2.41475 2.43169 -2.11332 0.014 0.126 -0.076
H 3.96048 1.03107 -0.34109 0.032 0.066 0.161
H 4.67220 1.22055 -1.94745 0.052 0.087 -0.067
H 4.61537 -0.37981 -1.18705 0.063 -0.128 -0.017
H 1.93785 -0.49002 -3.77287 -0.079 0.000 -0.207
H 3.66333 -0.79479 -3.56132 0.126 -0.114 -0.044
H 3.10858 0.82841 -4.02631 0.096 0.115 -0.080
H -0.74497 -0.31113 -4.91993 0.115 -0.003 -0.131
H -1.73553 0.24545 -3.57054 -0.065 0.177 0.068
H -2.43263 -0.84758 -4.78513 -0.173 0.030 -0.084
H -0.01744 -2.83700 -4.95323 0.100 0.091 -0.092
H -1.74107 -3.23922 -4.83520 -0.135 -0.105 -0.099
H -0.59075 -3.86525 -3.64172 0.034 -0.191 0.069
H -2.31749 -1.27024 -1.68363 -0.081 0.132 0.046
H -1.81500 -2.93136 -1.70679 -0.020 -0.282 0.104
H -3.08589 -2.39112 -2.82833 -0.136 -0.066 -0.061
C 1.93434 5.09913 1.50870 0.223 0.201 0.522
N 0.68034 4.95090 0.79132 0.512 -0.057 -0.435
C 0.70451 4.71471 -0.64024 -0.178 -0.063 -0.322
C -0.33179 4.40526 1.43998 -0.345 0.644 0.083
N -1.30034 4.10392 1.98381 -0.541 -0.341 0.370
H 2.76578 5.02615 0.81346 0.009 -0.027 -0.055
H 2.07158 4.30397 2.24208 0.039 0.132 -0.099
H 1.95859 6.07989 1.99661 0.087 -0.032 -0.001
H 1.62470 5.12169 -1.05963 -0.042 -0.004 0.087
H -0.14105 5.23502 -1.10218 0.050 -0.096 -0.053
H 0.65160 3.64810 -0.87386 0.052 0.090 -0.026
```
Positions in Å, forces in eV/Å.

Here are the Mulliken charges for atoms 1 to 2, given in e: Cd 4.754; O -0.763